Record 1
A structure of composition C33H28B3Br2ClF3NO21S2. Source: the Open Molecules 2025 dataset; level of theory: ωB97M-V with the def2-TZVPD basis set.

Each line ends with the Mulliken charge.
Element x y z (Å)
O  2.8789  -6.5914  5.7379  -0.53
S  1.3892  -7.0532  5.9645  0.99
O  0.7468  -7.5373  4.6383  -0.51
Cl  1.5218  -8.7402  7.2514  -0.23
C  0.3895  -5.7582  6.8756  -0.63
C  -0.2783  -4.5973  5.9322  -0.64
C  0.7763  -3.8362  4.9211  -0.25
C  -0.0144  -3.5914  3.5065  -0.31
B  0.3862  -2.1957  2.7203  0.43
O  1.0569  -1.0215  3.3113  -0.55
B  1.7438  -0.1936  2.3017  0.34
C  2.4309  1.2585  2.7855  -0.82
C  3.2540  1.8843  1.5083  -0.37
C  4.0112  3.3078  1.8034  0.58
F  3.0639  4.2647  2.4604  -0.35
Br  5.6462  2.9374  2.9465  -0.09
C  4.5089  3.8746  0.3107  0.41
F  4.4777  2.7860  -0.7333  -0.20
F  3.5300  4.9140  -0.1544  -0.25
Br  6.3950  4.5708  0.3228  -0.05
O  1.9387  -0.5347  0.8711  -0.21
B  1.4046  -1.9185  0.6340  0.63
N  2.1666  -2.9990  -0.1114  -0.46
C  1.6105  -3.0923  -1.3697  0.27
S  1.3239  -3.2313  -3.0561  -0.12
O  0.0535  -2.1667  1.2515  -0.36
H  -0.5086  -6.3387  7.4061  0.41
H  1.0196  -5.2648  7.7591  0.36
H  -1.1898  -5.0377  5.3043  0.32
H  -0.7327  -3.7493  6.6339  0.33
H  1.1917  -2.8466  5.3894  0.23
H  1.7330  -4.4998  4.6574  0.30
H  -1.1928  -3.6864  3.5890  0.07
H  0.3201  -4.4779  2.7813  0.25
H  3.1598  1.1077  3.6943  0.28
H  1.5743  1.9789  3.1516  0.27
H  2.4453  2.0831  0.6558  0.14
H  4.0687  1.0959  1.1631  0.33
C  1.1252  4.1112  -4.3271  -0.72
C  2.0065  3.4437  -3.5798  0.35
C  1.7602  2.0343  -3.1670  1.11
O  2.5972  1.4405  -2.4961  -0.59
C  0.4982  1.4042  -3.5851  -1.08
C  -0.3845  2.0730  -4.3294  0.36
C  -0.1255  3.4728  -4.7651  0.73
O  -0.9475  4.0554  -5.4644  -0.63
O  -1.5738  1.4879  -4.7236  -0.52
O  3.1831  4.0381  -3.1621  -0.51
H  1.2925  5.1353  -4.6362  0.42
H  0.3238  0.3855  -3.2632  0.52
H  -2.0384  2.1723  -5.2530  0.35
H  3.6503  3.3517  -2.6379  0.20
C  -4.6890  -3.9501  -2.8734  -0.79
C  -3.7824  -3.3153  -3.6190  0.30
C  -2.5364  -3.9961  -4.0681  0.92
O  -1.7307  -3.3929  -4.7682  -0.62
C  -2.3187  -5.3870  -3.6409  -0.88
C  -3.2238  -6.0204  -2.8924  0.40
C  -4.4821  -5.3485  -2.4668  0.90
O  -5.3036  -5.9627  -1.7944  -0.63
O  -3.0243  -7.3268  -2.4852  -0.57
O  -3.9687  -2.0000  -4.0029  -0.57
H  -5.6000  -3.4681  -2.5419  0.44
H  -1.4007  -5.8641  -3.9593  0.42
H  -3.8190  -7.5597  -1.9573  0.35
H  -3.1768  -1.7691  -4.5357  0.34
C  3.6069  10.1274  -3.9989  -0.91
C  4.4882  9.4598  -3.2516  0.30
C  4.2419  8.0504  -2.8387  0.89
O  5.0788  7.4567  -2.1679  -0.59
C  2.9798  7.4203  -3.2568  -0.69
C  2.0971  8.0892  -4.0012  0.37
C  2.3562  9.4889  -4.4369  0.83
O  1.5341  10.0715  -5.1361  -0.62
O  0.9079  7.5040  -4.3953  -0.51
O  5.6648  10.0542  -2.8339  -0.57
H  3.7742  11.1515  -4.3080  0.41
H  2.8054  6.4016  -2.9349  0.43
H  0.4433  8.1884  -4.9247  0.33
H  6.1320  9.3678  -2.3096  0.35
C  -4.7928  -2.7541  3.7890  -0.59
C  -4.0777  -2.4916  2.6934  -0.11
C  -4.7150  -1.9317  1.4694  0.93
O  -4.0288  -1.6830  0.4844  -0.60
C  -6.1678  -1.7010  1.4929  -0.98
C  -6.8833  -1.9669  2.5874  0.34
C  -6.2415  -2.5006  3.8201  0.86
O  -6.9225  -2.7179  4.8167  -0.60
O  -8.2495  -1.7550  2.6155  -0.57
O  -2.7161  -2.7298  2.6558  -0.23
H  -4.3421  -3.1592  4.6863  0.50
H  -6.6211  -1.3106  0.5907  0.44
H  -8.5363  -2.0214  3.5161  0.35
H  -2.4284  -2.4577  1.7573  0.19

Computed properties:
HOMO = -9.82 eV
HOMO-LUMO gap = 0.290 Ha
Energy = -263618.9471 eV

=====

Record 2
A cluster of 12 separate species, H24O12 in total. Source: the Open Molecules 2025 dataset; level of theory: ωB97M-V with the def2-TZVPD basis set.

Each line ends with the Mulliken charge.
Element x y z (Å)
O  -0.8160  1.2875  1.9347  -0.39
H  -0.4359  2.1226  2.1846  0.21
H  -0.7652  0.9511  1.0388  0.31
O  0.6924  -4.2651  -2.3645  -0.63
H  0.9124  -4.5488  -1.4784  0.31
H  1.1939  -3.5404  -2.7308  0.31
O  -1.1411  -0.6472  -0.0625  -0.83
H  -1.2996  -0.8013  0.8841  0.37
H  -0.3060  -1.1334  -0.1636  0.38
O  2.5149  1.1777  1.1044  -0.61
H  2.3126  0.9562  0.1688  0.36
H  1.7466  1.7679  1.1406  0.29
O  -1.0404  3.7084  0.9474  -0.61
H  -1.3411  4.5350  1.3333  0.25
H  -1.6289  3.5079  0.2016  0.35
O  -1.7982  -3.2873  -0.5655  -0.61
H  -2.3322  -2.6737  -0.0686  0.31
H  -1.1298  -2.8699  -1.1056  0.34
O  -1.8287  -0.0881  3.7227  -0.58
H  -1.9266  0.8281  3.4768  0.32
H  -2.4888  -0.6173  4.1640  0.27
O  -0.9496  3.5966  -1.4748  -0.64
H  -1.5094  4.3701  -1.5751  0.30
H  -1.0017  3.0404  -2.2595  0.30
O  -0.2840  -1.2017  -4.0197  -0.58
H  -0.7662  -1.9761  -4.3299  0.32
H  -0.2302  -0.6671  -4.8169  0.28
O  1.7421  -1.6727  -0.1894  -0.64
H  1.6296  -1.4844  0.7530  0.38
H  2.5142  -1.1737  -0.4654  0.24
O  0.9571  1.2499  -1.1295  -0.59
H  0.7591  2.1897  -1.1978  0.30
H  0.2135  0.6988  -1.3892  0.25
O  2.1986  -1.1674  2.7578  -0.63
H  2.8771  -1.7320  3.1439  0.29
H  2.7554  -0.4403  2.4305  0.32

Computed properties:
HOMO = -10.44 eV
HOMO-LUMO gap = 0.380 Ha
Energy relative to the best compared isomer or geometry (same formula, charge and spin) = 67.4 kcal per mole
SMILES = O.O.O.O.O.O.O.O.O.O.O.O
Energy = -24958.7729 eV

=====

Record 3
An isolated molecule of C5H6ClFS. Source: the Open Molecules 2025 dataset; level of theory: ωB97M-V with the def2-TZVPD basis set.

Each line ends with the Mulliken charge.
Element x y z (Å)
F  1.4945  1.2156  -1.0442  -0.27
C  1.6667  0.4302  0.0966  -0.12
Cl  2.8280  -0.8700  -0.2658  -0.18
C  0.3220  -0.1258  0.5048  0.20
C  -0.8072  0.8705  0.2949  -0.63
C  -1.6849  -0.2172  -0.2288  0.13
S  -3.2720  -0.3606  -0.3943  -0.31
C  -0.4517  -1.1240  -0.4317  -0.71
H  2.2053  1.0470  0.8006  0.36
H  0.3812  -0.5669  1.5248  0.38
H  -1.1845  1.3746  1.2487  0.31
H  -0.6636  1.6825  -0.5088  0.25
H  -0.7554  -2.1451  -0.1638  0.32
H  -0.0784  -1.2108  -1.4330  0.26

Computed properties:
HOMO = -8.72 eV
HOMO-LUMO gap = 0.315 Ha
Energy relative to the best compared isomer or geometry (same formula, charge and spin) = 24.1 kcal per mole
SMILES = F[C@H](Cl)C1CC(=S)C1
Energy = -31356.0353 eV

=====

Record 4
The ion C5H10N with charge +1. Source: the Open Molecules 2025 dataset; level of theory: ωB97M-V with the def2-TZVPD basis set.

Each line ends with the Mulliken charge.
Element x y z (Å)
C  -1.3677  0.2607  1.6930  -0.92
C  -1.0830  0.1114  0.3085  0.15
C  -1.2126  -0.4303  -0.8494  -0.01
N  0.1864  -0.0908  -0.4374  0.15
C  0.8715  1.1706  -0.9479  -0.95
C  1.1318  -1.1911  -0.2349  -0.85
H  -0.4920  -0.2665  2.1904  0.29
H  -2.2610  -0.2889  1.9147  0.32
H  -1.4129  1.4107  1.8624  0.31
H  -1.4555  -0.8914  -1.8094  0.40
H  1.4472  1.5580  -0.2018  0.40
H  1.4615  1.0525  -1.8179  0.38
H  0.0831  1.9451  -1.2793  0.34
H  2.0727  -0.8641  0.2820  0.34
H  0.7030  -1.8580  0.6110  0.32
H  1.3274  -1.6278  -1.2839  0.33

Computed properties:
HOMO = -15.39 eV
HOMO-LUMO gap = 0.437 Ha
Energy relative to the best compared isomer or geometry (same formula, charge and spin) = 74.7 kcal per mole
Total charge = +1
SMILES = CC1=C[N+]1(C)C
Energy = -6826.9608 eV

=====

Number 1: E_LUMO -0.07064 Ha. Number 2: E_LUMO -0.00357 Ha. Number 3: E_LUMO -0.00557 Ha. Number 4: E_LUMO -0.12809 Ha.